Record 1
The following is a DFT calculation (wB97M-V/def2-TZVPD) of 10 unconnected molecules or ions with the total composition C38H84F24N10O25S8 at a distorted geometry.

Properties
HOMO level (spin up / spin down) in eV: -4.458 / -10.139
<S²>: 0.75

The geometry in ORCA input format:
```
! RIJCOSX wB97M-V def2-TZVPD def2/J DEFGRID3
* xyz 1 2
C -5.14 -28.45 -2.23
C -6.54 -27.84 -1.96
C -7.19 -26.74 -2.86
O -8.36 -26.19 -2.28
C -9.01 -25.29 -3.09
N -7.58 -28.94 -1.76
H -7.07 -29.64 -1.24
H -8.41 -28.66 -1.26
H -7.89 -29.37 -2.62
H -5.26 -29.25 -2.96
H -4.71 -29.02 -1.40
H -4.38 -27.77 -2.61
H -6.57 -27.38 -0.97
H -7.38 -27.19 -3.83
H -6.47 -25.94 -3.03
H -9.98 -25.09 -2.64
H -9.17 -25.75 -4.06
H -8.44 -24.37 -3.26
C -16.15 -15.92 -0.58
C -17.52 -15.96 0.09
C -17.62 -16.75 1.37
O -16.65 -16.27 2.20
C -16.55 -17.04 3.36
N -18.00 -14.52 0.28
H -17.74 -13.89 -0.46
H -18.95 -14.38 0.61
H -17.51 -14.19 1.10
H -15.40 -15.42 0.03
H -16.19 -15.53 -1.60
H -15.89 -16.97 -0.69
H -18.22 -16.35 -0.65
H -17.50 -17.79 1.05
H -18.61 -16.78 1.83
H -15.87 -16.80 4.18
H -16.37 -18.07 3.03
H -17.54 -17.10 3.83
C -14.76 -25.03 -0.96
C -15.71 -24.18 -1.83
C -17.16 -24.16 -1.26
O -18.01 -23.31 -2.12
C -19.40 -23.22 -1.71
N -15.27 -22.74 -1.89
H -15.09 -22.43 -0.94
H -14.70 -22.34 -2.62
H -16.10 -22.23 -2.14
H -14.79 -24.60 0.04
H -13.76 -24.91 -1.37
H -14.97 -26.10 -0.90
H -15.74 -24.47 -2.88
H -17.13 -23.66 -0.29
H -17.57 -25.15 -1.10
H -19.83 -22.36 -2.23
H -19.42 -22.85 -0.69
H -19.85 -24.21 -1.68
C -16.65 -23.15 -6.00
O -16.22 -24.29 -6.74
C -17.21 -25.35 -6.67
C -16.39 -26.60 -7.31
N -16.02 -26.34 -8.74
H -15.57 -25.44 -8.73
H -15.26 -26.84 -9.17
C -17.15 -26.32 -9.75
C -16.61 -26.01 -11.16
O -15.83 -24.86 -11.06
C -15.26 -24.43 -12.31
H -15.97 -22.30 -6.02
H -16.82 -23.37 -4.94
H -17.58 -22.81 -6.43
H -18.13 -25.05 -7.17
H -17.43 -25.68 -5.66
H -16.99 -27.51 -7.37
H -15.48 -26.85 -6.76
H -17.81 -25.52 -9.45
H -17.55 -27.34 -9.85
H -17.39 -25.84 -11.90
H -16.07 -26.84 -11.61
H -14.47 -23.70 -12.17
H -16.01 -23.83 -12.84
H -14.85 -25.14 -13.03
C -12.75 -17.71 0.26
O -11.98 -17.27 -0.89
C -11.34 -18.24 -1.71
C -10.61 -17.51 -2.85
N -11.64 -16.98 -3.84
H -11.15 -16.58 -4.63
H -12.08 -17.78 -4.27
C -12.57 -15.82 -3.42
C -13.18 -15.04 -4.57
O -14.09 -15.98 -5.14
C -15.05 -15.41 -6.14
H -13.56 -18.37 -0.07
H -13.21 -16.83 0.71
H -12.13 -18.26 0.96
H -12.06 -18.93 -2.15
H -10.60 -18.76 -1.11
H -10.02 -18.17 -3.50
H -10.08 -16.66 -2.43
H -12.00 -15.10 -2.84
H -13.41 -16.27 -2.89
H -12.41 -14.67 -5.25
H -13.78 -14.19 -4.25
H -14.50 -14.97 -6.98
H -15.64 -14.62 -5.68
H -15.60 -16.24 -6.59
C -15.65 -15.85 -10.75
O -15.54 -17.18 -10.34
C -14.31 -17.45 -9.59
C -14.55 -18.66 -8.73
N -15.11 -19.74 -9.59
H -15.95 -19.45 -10.06
H -14.50 -20.00 -10.35
C -15.31 -21.02 -8.72
C -15.90 -22.10 -9.60
O -17.12 -21.54 -10.11
C -18.15 -22.41 -10.55
H -16.64 -15.61 -11.14
H -14.86 -15.65 -11.48
H -15.47 -15.08 -10.00
H -14.08 -16.65 -8.88
H -13.48 -17.66 -10.26
H -15.33 -18.31 -8.06
H -13.61 -18.91 -8.24
H -15.95 -20.91 -7.84
H -14.35 -21.24 -8.25
H -16.17 -22.94 -8.97
H -15.18 -22.38 -10.37
H -19.10 -21.96 -10.83
H -18.40 -23.02 -9.69
H -17.90 -23.06 -11.39
C -15.45 -19.26 -3.14
F -15.94 -18.02 -3.38
F -14.69 -19.10 -2.02
F -16.44 -20.15 -2.84
S -14.43 -19.89 -4.62
O -15.40 -19.86 -5.70
O -13.23 -19.04 -4.78
N -14.12 -21.51 -4.03
S -12.77 -21.80 -4.67
O -12.79 -21.69 -6.13
O -11.57 -21.28 -4.04
C -12.60 -23.77 -4.35
F -11.41 -24.23 -4.93
F -12.51 -24.01 -3.04
F -13.61 -24.47 -4.88
C -9.77 -18.49 -6.95
F -9.34 -19.16 -8.08
F -10.77 -19.27 -6.38
F -8.66 -18.41 -6.22
S -10.40 -16.68 -7.42
O -9.53 -16.34 -8.53
O -11.82 -16.84 -7.87
N -10.28 -15.88 -5.92
S -9.40 -14.68 -6.27
O -8.06 -15.08 -6.59
O -10.03 -13.73 -7.20
C -9.24 -13.72 -4.54
F -8.56 -14.50 -3.71
F -8.66 -12.57 -4.76
F -10.47 -13.50 -4.10
C -19.01 -17.95 -11.06
F -18.00 -18.45 -10.30
F -18.47 -17.31 -12.07
F -19.78 -19.01 -11.37
S -19.96 -16.64 -9.94
O -19.38 -15.29 -10.27
O -21.36 -16.74 -10.32
N -19.79 -17.29 -8.35
S -18.97 -16.26 -7.58
O -17.63 -16.02 -8.03
O -19.75 -15.11 -7.15
C -18.61 -17.25 -5.86
F -17.82 -18.25 -6.18
F -18.01 -16.36 -5.00
F -19.77 -17.61 -5.41
C -12.10 -21.66 -0.10
F -12.90 -20.78 -0.80
F -11.74 -22.72 -0.80
F -10.97 -20.91 0.18
S -13.04 -22.16 1.53
O -12.77 -23.57 1.76
O -12.65 -21.21 2.52
N -14.67 -22.01 0.87
S -15.35 -21.00 1.75
O -15.37 -21.25 3.15
O -15.02 -19.57 1.45
C -17.14 -21.27 1.32
F -17.64 -22.43 1.91
F -17.90 -20.26 1.78
F -17.32 -21.36 -0.01
*
```

Results of the Mulliken charge analysis, in e, for atoms 1 through 8: number 1, C, carries -1.20; number 2, C, carries -0.28; number 3, C, carries -0.76; number 4, O, carries -0.05; number 5, C, carries -0.76; number 6, N, carries -2.57; number 7, H, carries 0.92; number 8, H, carries 0.63


Record 2
The following is a DFT calculation (wB97M-V/def2-TZVPD) of a single C3H4P2 molecule at a distorted geometry.

Properties
Energy above the lowest of the compared OMol25 structures with the same formula, charge and spin in eV: 1.916
HOMO level (spin up / spin down) in eV: -8.650 / -8.649

The geometry in ORCA input format:
```
! RIJCOSX wB97M-V def2-TZVPD def2/J DEFGRID3
* xyz 0 1
C 1.65 -1.21 -0.38
P 1.06 0.33 -0.25
C -0.75 0.32 -0.24
P -1.89 -0.87 -0.07
C -2.00 1.01 -0.27
H 0.91 -2.04 -0.66
H 2.56 -1.45 0.04
H -2.24 1.85 0.46
H -2.54 1.15 -1.18
*
```

Results of the Mulliken charge analysis, in e, for atoms 1 through 8: number 1, C, carries -0.50; number 2, P, carries -0.12; number 3, C, carries 0.26; number 4, P, carries -0.12; number 5, C, carries -0.45; number 6, H, carries 0.18; number 7, H, carries 0.31; number 8, H, carries 0.22


Record 3
The following is a DFT calculation (wB97M-V/def2-TZVPD) of a single C2H6N2S molecule at a distorted geometry.

Properties
Energy above the lowest of the compared OMol25 structures with the same formula, charge and spin in eV: 4.100
HOMO level in eV: -8.004

The geometry in ORCA input format:
```
! RIJCOSX wB97M-V def2-TZVPD def2/J DEFGRID3
* xyz 0 1
C 1.77 0.46 -1.33
N 0.57 -0.26 -0.92
N 0.15 -0.32 0.36
C -1.17 -0.84 0.55
S -2.03 0.81 1.02
H 1.97 0.21 -2.41
H 2.55 1.00 -0.87
H 0.67 0.26 1.11
H -1.34 -1.87 0.92
H -1.70 -0.83 -0.44
H -1.44 1.37 2.02
*
```

Results of the Mulliken charge analysis, in e, for atoms 1 through 8: number 1, C, carries -0.45; number 2, N, carries -0.48; number 3, N, carries 0.09; number 4, C, carries -0.42; number 5, S, carries -0.20; number 6, H, carries 0.22; number 7, H, carries 0.29; number 8, H, carries 0.29


Record 4
The following is a DFT calculation (wB97M-V/def2-TZVPD) of 2 unconnected molecules or ions with the total composition C5H14N2O at a distorted geometry.

Properties
Energy above the lowest of the compared OMol25 structures with the same formula, charge and spin in eV: 3.061
HOMO level in eV: -8.436

The geometry in ORCA input format:
```
! RIJCOSX wB97M-V def2-TZVPD def2/J DEFGRID3
* xyz 0 1
N -0.60 2.12 0.77
C -0.46 0.79 0.42
C 0.99 0.44 0.34
C 1.64 1.03 -0.98
C 1.23 0.07 -2.10
C 1.12 -1.35 -1.28
N 1.07 -1.04 0.18
H 0.16 2.63 1.19
H -1.43 2.56 0.34
H -0.99 0.67 -0.53
H -0.86 0.08 1.28
H 1.51 0.85 1.17
H 2.66 1.28 -0.80
H 1.17 2.05 -1.06
H 0.29 0.16 -2.58
H 2.01 0.02 -2.80
H 1.90 -2.02 -1.60
H 0.12 -1.72 -1.51
H 1.88 -1.58 0.68
O -4.54 -2.59 2.74
H -3.70 -2.15 2.83
H -5.15 -2.28 3.31
*
```

Results of the Mulliken charge analysis, in e, for atoms 1 through 8: number 1, N, carries -0.42; number 2, C, carries -0.29; number 3, C, carries -0.25; number 4, C, carries -0.54; number 5, C, carries -0.74; number 6, C, carries -0.66; number 7, N, carries -0.48; number 8, H, carries 0.18


Record 5
The following is a DFT calculation (wB97M-V/def2-TZVPD) of a single C11H18OSi molecule at a distorted geometry.

Properties
Energy above the lowest of the compared OMol25 structures with the same formula, charge and spin in eV: 4.526
HOMO level in eV: -8.411

The geometry in ORCA input format:
```
! RIJCOSX wB97M-V def2-TZVPD def2/J DEFGRID3
* xyz 0 1
C 2.02 -1.50 1.23
C 2.71 -0.55 0.27
C 0.72 -1.78 0.51
C 2.15 -0.74 -1.13
C 0.88 -1.52 -0.97
C 1.86 0.50 -0.32
C 0.04 -0.61 -0.09
C -2.94 -1.36 -0.11
C -1.98 1.29 -1.47
C -1.95 0.98 1.64
C 1.94 1.96 -0.48
O 1.45 2.66 0.64
Si -1.69 0.08 -0.03
H 2.60 -2.41 1.38
H 1.85 -1.03 2.21
H 3.76 -0.34 0.43
H 0.12 -2.60 0.86
H 2.77 -0.78 -2.01
H 0.49 -2.19 -1.73
H -3.97 -0.99 -0.10
H -2.82 -1.94 -1.01
H -2.82 -2.02 0.74
H -1.22 2.07 -1.51
H -1.96 0.77 -2.43
H -2.95 1.78 -1.38
H -2.95 1.39 1.70
H -1.83 0.29 2.47
H -1.25 1.80 1.79
H 1.41 2.27 -1.39
H 2.99 2.27 -0.58
H 0.59 2.27 0.86
*
```

Results of the Mulliken charge analysis, in e, for atoms 1 through 8: number 1, C, carries -0.85; number 2, C, carries -0.67; number 3, C, carries -0.43; number 4, C, carries -0.65; number 5, C, carries -0.50; number 6, C, carries 0.68; number 7, C, carries 0.46; number 8, C, carries -1.10


Record 6
The following is a DFT calculation (wB97M-V/def2-TZVPD) of 4 unconnected molecules or ions with the total composition C2H13N2O3 at a distorted geometry.

Properties
Energy above the lowest of the compared OMol25 structures with the same formula, charge and spin in eV: 1.206
HOMO level in eV: -14.761

The geometry in ORCA input format:
```
! RIJCOSX wB97M-V def2-TZVPD def2/J DEFGRID3
* xyz 1 1
C 0.30 -0.95 1.81
N 2.48 -0.37 -1.08
C 2.01 -0.47 0.16
N 0.73 -0.55 0.48
H -0.76 -0.63 2.10
H 0.66 -0.33 2.65
H 0.52 -1.96 2.10
H 1.81 -0.49 -1.83
H 3.55 -0.21 -1.28
H 2.88 -0.58 0.89
H 0.03 -0.28 -0.19
H -2.71 1.89 -0.94
H -3.00 0.38 -0.70
O -2.44 0.99 -1.18
H -0.46 -0.69 -3.87
H -1.24 -0.91 -2.55
O -0.38 -0.99 -2.97
H -1.42 1.95 2.90
H -1.07 2.46 1.53
O -1.48 1.71 1.98
*
```

Results of the Mulliken charge analysis, in e, for atoms 1 through 8: number 1, C, carries -0.91; number 2, N, carries -0.31; number 3, C, carries 0.22; number 4, N, carries -0.07; number 5, H, carries 0.26; number 6, H, carries 0.33; number 7, H, carries 0.39; number 8, H, carries 0.21


| no. | DFT total energy (Eh) |
| --- | --- |
| 1 | -9508.22566 |
| 2 | -799.27239 |
| 3 | -587.35335 |
| 4 | -383.58823 |
| 5 | -794.55938 |
| 6 | -418.98412 |